Record 1
ORCA calculation (the ωB97M-V functional and the def2-TZVPD basis) on an isolated molecule of C3H8S at a distorted geometry.

The geometry in XYZ format:
```
12
Properties=species:S:1:pos:R:3
C 1.3989 -0.0048 -0.3109
C 0.0072 -0.5208 -0.0631
C -0.9490 0.6632 -0.0813
S -2.9749 0.0499 0.0962
H 1.5105 0.1494 -1.3079
H 1.4915 0.8358 0.2138
H 2.0241 -0.8423 -0.0309
H -0.1167 -0.9989 0.8707
H -0.4237 -1.2067 -0.6986
H -1.0964 1.2337 0.9348
H -1.0985 1.2428 -0.9876
H -2.5655 -1.1714 0.4869
```

Calculated values
Spin multiplicity = 1
Lowest unoccupied orbital energy = 0.8 eV
Gap between HOMO and LUMO = 9.704 eV
Structure (SMILES) = CCCS
Energy relative to the best compared isomer or geometry (same formula, charge and spin) = 148.3 kJ/mol
Total charge = 0

From a Mulliken analysis of the wavefunction, the atomic charges in e read:
1. C -1.353
2. C -0.450
3. C -0.727
4. S -0.236
5. H 0.395
6. H 0.458
7. H 0.326
8. H 0.335
9. H 0.442
10. H 0.332
11. H 0.379
12. H 0.098

Record 2
ORCA calculation (the ωB97M-V functional and the def2-TZVPD basis) on the ion C5H13NO with charge +1 at a distorted geometry.

The geometry in XYZ format:
```
20
Properties=species:S:1:pos:R:3
C 2.5214 -0.3055 -1.4958
C 1.4121 0.7955 -1.2543
N 0.2574 0.0600 -0.8701
C 0.3682 0.3408 1.5843
C -0.5187 0.4035 0.3408
C -1.5537 -0.7708 0.4890
O -2.6740 -0.3506 1.1682
H 2.1527 -1.0993 -2.1469
H 3.4642 0.1296 -1.8402
H 2.8668 -0.7427 -0.5480
H 1.8153 1.5209 -0.5479
H 1.3520 1.3100 -2.2309
H 0.4617 -0.9214 -0.6505
H 1.2796 0.9400 1.4192
H -0.1037 0.6269 2.5289
H 0.7313 -0.6558 1.8147
H -1.1406 1.2887 0.2703
H -1.0601 -1.6494 0.9641
H -1.7685 -1.2228 -0.4867
H -3.4982 -0.4217 0.6730
```

Calculated values
Spin multiplicity = 2
Lowest unoccupied orbital energy (spin up / spin down) = -2.7 / -8.2 eV
Gap between HOMO and LUMO (spin up / spin down) = 12.082 / 6.537 eV
Expectation value of S² = 0.7542
Energy relative to the best compared isomer or geometry (same formula, charge and spin) = 194.4 kJ/mol
Total charge = +1

From a Mulliken analysis of the wavefunction, the atomic charges in e read:
1. C -1.250
2. C -0.221
3. N 0.069
4. C -1.131
5. C 0.129
6. C -0.730
7. O -0.491
8. H 0.375
9. H 0.389
10. H 0.380
11. H 0.252
12. H 0.338
13. H 0.375
14. H 0.307
15. H 0.379
16. H 0.377
17. H 0.326
18. H 0.345
19. H 0.428
20. H 0.355

Record 3
ORCA calculation (the ωB97M-V functional and the def2-TZVPD basis) on a structure of composition C4H6N2.

The geometry in XYZ format:
```
12
Properties=species:S:1:pos:R:3
N -0.0844 -1.8609 -1.0650
C 0.1925 0.0889 0.2825
C 0.3117 -1.2277 0.1334
C 0.3074 1.1644 1.2856
C -0.3026 1.9809 0.4059
N -0.3363 1.0410 -0.6809
H 0.4331 -1.5517 -1.8785
H -0.0633 -2.8672 -1.0093
H 0.6746 -1.8454 0.9531
H 0.7653 1.2738 2.2584
H -0.6487 3.0080 0.3739
H -1.2492 0.7959 -1.0592
```

Calculated values
Spin multiplicity = 1
Lowest unoccupied orbital energy = 1.1 eV
Gap between HOMO and LUMO = 9.021 eV
Energy relative to the best compared isomer or geometry (same formula, charge and spin) = 250.3 kJ/mol
Total charge = 0

From a Mulliken analysis of the wavefunction, the atomic charges in e read:
1. N -0.527
2. C 0.063
3. C 0.030
4. C -0.607
5. C -0.286
6. N -0.440
7. H 0.225
8. H 0.235
9. H 0.353
10. H 0.326
11. H 0.386
12. H 0.241

Record 4
ORCA calculation (the ωB97M-V functional and the def2-TZVPD basis) on a cluster of 5 separate species, C6H24N2O4 in total at a distorted geometry.

The geometry in XYZ format:
```
36
Properties=species:S:1:pos:R:3
N 0.3902 -1.8257 0.2286
C -0.4350 -0.6175 0.3605
C -1.6869 -0.8712 1.0480
C -2.6948 -1.8335 0.2895
C -2.4871 0.4776 1.1698
C 0.3286 0.4798 1.1600
N 1.2855 1.4180 0.5622
C 0.6274 2.6991 0.1923
H 0.4696 -2.2126 1.1136
H -0.0010 -2.4950 -0.5521
H -0.5853 -0.3241 -0.7252
H -1.6320 -1.4970 1.9991
H -2.2759 -2.0796 -0.7842
H -3.5975 -1.3272 0.0776
H -2.9197 -2.7087 0.8754
H -2.0571 1.1487 2.0198
H -3.5496 0.3599 1.6016
H -2.6185 1.1702 0.3219
H -0.4742 1.1669 1.5821
H 0.7613 0.2070 2.2246
H 2.0644 1.2035 -0.0103
H 1.2478 3.3687 0.9715
H -0.4123 2.7406 0.4372
H 0.8805 3.1058 -0.7588
H 2.1541 1.6928 2.4924
H 3.6156 1.5670 2.8277
O 2.7336 1.3875 3.1687
H 1.5437 -1.0420 -0.8357
H 2.8194 -0.3830 -1.8426
O 1.9700 -0.8309 -1.6794
H 0.6734 2.2953 -3.3869
H 1.1393 0.9938 -2.6351
O 0.4377 1.4156 -3.0958
H 1.1551 -2.6504 -2.8502
H 0.4923 -2.8891 -4.2183
O 0.6375 -3.3104 -3.3492
```

Calculated values
Spin multiplicity = 2
Lowest unoccupied orbital energy (spin up / spin down) = 3.0 / 3.0 eV
Gap between HOMO and LUMO (spin up / spin down) = 2.366 / 8.311 eV
Expectation value of S² = 0.7504
Energy relative to the best compared isomer or geometry (same formula, charge and spin) = 0.0 kJ/mol
Total charge = -1

From a Mulliken analysis of the wavefunction, the atomic charges in e read:
1. N -0.770
2. C -0.488
3. C 0.889
4. C -1.404
5. C -1.557
6. C -0.954
7. N 0.167
8. C -1.262
9. H 0.328
10. H 0.270
11. H 0.465
12. H 0.318
13. H 0.361
14. H 0.335
15. H 0.274
16. H 0.438
17. H 0.446
18. H 0.341
19. H 0.180
20. H -0.004
21. H -0.013
22. H 0.188
23. H 0.298
24. H 0.519
25. H 0.366
26. H 0.374
27. O -0.757
28. H 0.103
29. H -0.099
30. O 0.220
31. H 0.510
32. H 0.132
33. O -0.870
34. H 0.266
35. H 0.371
36. O -0.980

Record 5
ORCA calculation (the ωB97M-V functional and the def2-TZVPD basis) on a structure of composition CH4O2Yb.

The geometry in XYZ format:
```
8
Properties=species:S:1:pos:R:3
H -2.2567 2.3765 1.9118
O -1.1398 -0.1699 -0.5099
Yb -1.8680 0.5475 1.6398
O -0.1067 -0.3058 -1.2516
C 1.1284 -0.5678 -0.5538
H 1.8894 -0.6045 -1.3364
H 1.3170 0.2589 0.1431
H 1.0364 -1.5349 -0.0431
```

Calculated values
Spin multiplicity = 2
Lowest unoccupied orbital energy (spin up / spin down) = -4.9 / -6.5 eV
Gap between HOMO and LUMO (spin up / spin down) = 8.041 / 6.357 eV
Expectation value of S² = 0.7544
Total charge = +1

From a Mulliken analysis of the wavefunction, the atomic charges in e read:
1. H -0.373
2. O -0.195
3. Yb 1.159
4. O 0.045
5. C -0.435
6. H 0.256
7. H 0.257
8. H 0.287

Record 6
ORCA calculation (the ωB97M-V functional and the def2-TZVPD basis) on a cluster of 2 separate species, C3H8N2O2 in total at a distorted geometry.

The geometry in XYZ format:
```
15
Properties=species:S:1:pos:R:3
N 1.1208 -0.6414 -0.4015
C 0.3905 -1.7570 0.4999
O 1.0475 -2.7761 0.5490
O -0.6699 -1.3509 0.9506
H 0.5511 0.2509 -0.4443
H 2.0517 -0.5549 -0.0110
H 1.2612 -1.0781 -1.3166
C 0.1535 2.7429 -0.8032
N -0.2705 1.6140 -0.4799
C -1.6198 1.5048 0.0735
H -0.4545 3.6413 -0.7012
H 1.1524 2.8247 -1.2001
H -1.5447 1.2333 1.1218
H -2.1429 0.6919 -0.4199
H -2.1829 2.4352 -0.0620
```

Calculated values
Spin multiplicity = 1
Lowest unoccupied orbital energy = 0.5 eV
Gap between HOMO and LUMO = 9.962 eV
Structure (SMILES) = [NH3+]C(=O)[O-].C=NC
Energy relative to the best compared isomer or geometry (same formula, charge and spin) = 156.9 kJ/mol
Total charge = 0

From a Mulliken analysis of the wavefunction, the atomic charges in e read:
1. N -0.313
2. C 0.570
3. O -0.624
4. O -0.579
5. H 0.451
6. H 0.348
7. H 0.348
8. C -0.318
9. N -0.350
10. C -0.918
11. H 0.224
12. H 0.251
13. H 0.295
14. H 0.276
15. H 0.339